Entry 1:
Entry from OMol25: a structure of composition C20H60BMnN4O8 (ωB97M-V with the def2-TZVPD basis set).

Geometry as XYZ:
```
94
Properties=species:S:1:pos:R:3:forces:R:3
Mn -1.0072 2.8541 -0.4733 -0.81 -2.70 1.30
B -0.2322 1.2828 1.8134 -0.13 0.74 -1.57
H -0.8844 2.1244 1.9882 -3.42 3.82 1.07
H 0.6540 1.7402 1.4017 4.22 1.80 -1.69
H -0.0304 0.6773 2.6834 0.62 -1.86 3.20
H -0.6354 0.6476 1.0399 -1.97 -2.76 -3.46
C 3.6939 -1.6672 3.2359 1.88 0.55 -0.90
C 4.9019 -1.5578 2.2435 0.03 -0.25 2.21
O 5.9490 -0.8998 2.9463 0.51 0.15 -0.24
O 2.5937 -2.1069 2.4727 -0.64 0.49 0.69
H 3.5008 -0.6618 3.6101 0.00 0.36 0.00
H 3.9102 -2.2006 4.1615 0.08 -0.75 -0.42
H 4.6328 -1.0423 1.3216 -0.19 -0.10 0.00
H 5.2933 -2.5561 2.0477 -0.20 0.02 -0.36
H 5.8693 0.0524 2.8539 -0.08 0.01 0.00
H 2.2339 -1.2174 2.4421 -1.47 -0.47 -0.99
C -2.6121 -4.6032 1.4605 1.00 -0.06 1.13
C -1.4981 -5.4435 2.1326 -0.74 -0.29 -0.33
O -1.0083 -4.8713 3.3325 0.07 0.31 -0.31
O -2.0693 -3.3943 0.9310 -0.20 -0.23 -0.80
H -3.3824 -4.3172 2.1766 -0.07 -0.34 0.27
H -3.0883 -5.2287 0.7054 0.18 0.41 -0.42
H -0.6895 -5.6179 1.4229 0.06 0.29 -0.20
H -1.8654 -6.4447 2.3582 -0.35 -0.04 0.13
H -0.0982 -4.6219 3.1562 0.07 0.16 0.27
H -1.8119 -2.8278 1.6620 0.02 -0.11 0.21
C -4.7503 0.2794 -1.2419 -1.32 -0.26 0.94
C -4.3117 1.4890 -2.0309 -1.55 1.02 1.04
C -4.7715 2.8334 -1.3329 -0.19 -0.92 0.32
O -3.8604 3.0925 -0.2269 0.37 -0.11 -0.23
C -4.3751 4.0105 0.7365 -1.35 1.00 -0.39
N -2.8888 1.4677 -2.1815 2.22 -0.07 -0.48
H -5.8385 0.2958 -1.1817 -0.15 0.00 -0.10
H -4.4497 0.2534 -0.1945 0.47 0.27 -0.04
H -4.5248 -0.6989 -1.6664 0.39 0.20 -0.35
H -4.7627 1.3735 -3.0164 -0.29 0.50 -0.03
H -5.7924 2.7305 -0.9650 0.03 -0.67 0.63
H -4.9759 3.6916 -1.9731 1.21 0.29 -0.43
H -3.7774 4.1765 1.6327 0.56 -0.43 -0.47
H -5.3764 3.7748 1.0969 -0.02 -0.86 0.01
H -4.5854 4.9552 0.2350 0.51 0.41 0.00
H -2.6995 1.6326 -3.1598 0.42 0.67 -0.26
H -2.6855 0.4787 -2.1568 0.77 -0.34 0.52
C 0.2649 -0.9817 7.9271 0.56 -1.14 -1.49
C 0.5074 0.3397 8.5649 -2.14 -0.99 2.15
C 0.0694 1.4675 7.6655 -0.32 -0.25 1.91
O 0.2855 2.6395 8.4515 0.69 0.30 -1.53
C 1.2120 3.4503 7.7744 -0.37 1.48 0.98
N -0.2828 0.2574 9.8782 1.28 0.20 -0.96
H -0.6547 -1.0240 7.3435 -0.26 0.09 0.15
H 0.2949 -1.8575 8.5752 -0.04 0.37 0.32
H 1.0635 -1.1395 7.2023 0.05 -0.19 -0.32
H 1.5765 0.4179 8.7622 -0.08 0.35 0.38
H -1.0063 1.5452 7.5074 -0.09 -0.96 -0.55
H 0.6497 1.3255 6.7537 -0.06 0.86 -0.31
H 1.0882 4.4408 8.2123 0.47 0.11 0.27
H 0.9513 3.6363 6.7325 0.19 -0.56 -0.31
H 2.2255 3.0883 7.9475 0.18 0.05 -0.43
H -0.1596 1.0583 10.4811 0.08 0.27 -0.21
H -1.2655 0.1908 9.6545 -0.15 0.00 -0.06
C 3.5937 1.5552 -4.3223 0.39 -0.59 -0.25
C 2.4651 2.4803 -4.0266 0.00 1.42 1.11
C 1.7193 2.8349 -5.2533 -1.52 0.42 -0.37
O 2.4639 3.7186 -6.0250 -0.03 0.39 -2.38
C 1.8167 4.0809 -7.3101 1.28 0.54 0.65
N 1.6696 1.9715 -2.8988 -0.27 -0.22 0.43
H 3.2080 0.5407 -4.2222 -0.11 -0.29 -0.78
H 4.4162 1.5249 -3.6077 0.13 0.67 -0.05
H 3.9196 1.8168 -5.3290 0.51 -0.54 0.08
H 2.7876 3.3914 -3.5226 0.60 0.51 -0.85
H 0.8009 3.3788 -5.0325 -0.52 -0.24 0.53
H 1.4297 1.9164 -5.7639 0.05 -0.25 -0.46
H 2.0359 3.4388 -8.1632 -0.20 -0.94 0.52
H 2.3030 4.9906 -7.6624 -0.01 0.28 0.57
H 0.7504 4.2924 -7.2296 -0.04 -0.28 0.32
H 2.5188 1.8422 -2.3675 -0.51 -0.40 1.64
H 1.3740 1.0205 -3.0674 -0.30 -0.43 -0.27
C -1.7796 -3.0812 -5.0563 0.01 0.46 0.35
C -0.2921 -3.1639 -4.6147 -0.90 0.68 -1.66
C 0.5417 -2.5952 -5.8258 1.55 -1.83 0.64
O 1.9623 -2.8809 -5.6653 -0.06 1.42 1.68
C 2.7660 -2.5097 -6.7640 -1.03 -1.97 -1.61
N -0.0760 -2.3683 -3.4068 0.03 -0.05 -0.14
H -2.4463 -3.1874 -4.2005 0.07 -0.15 0.22
H -2.0873 -3.8460 -5.7693 0.36 -0.03 -0.05
H -2.0315 -2.1109 -5.4844 0.15 0.15 -0.13
H -0.1711 -4.2281 -4.4121 0.84 -0.10 -0.35
H 0.3790 -1.5253 -5.9562 -0.19 0.08 0.10
H 0.3563 -3.1556 -6.7422 -1.02 0.19 -0.20
H 2.7652 -1.5122 -7.2033 -0.06 0.58 0.97
H 2.3191 -3.1094 -7.5569 0.03 -0.01 -0.88
H 3.7600 -2.9562 -6.7363 0.07 0.46 0.84
H 0.8014 -2.6726 -3.0098 0.41 0.21 0.04
H -0.7529 -2.6817 -2.7258 -0.27 0.05 0.24
```
Forces are in eV/Å.

As for the multiplicity: 6. The calculation puts the HOMO-LUMO gap (spin up / spin down) at 3.88 / 3.96 eV. As for the charge: +1. Its expectation value of S² is 8.75. The LUMO energy (spin up / spin down) comes out at -6.283 / -6.205 eV. The calculated total energy is -2794.1435 hartree.


Entry 2:
Entry from OMol25: a cluster of 8 separate species, C12H32F12N7O16PS6 in total (ωB97M-V with the def2-TZVPD basis set).

Geometry as XYZ:
```
86
Properties=species:S:1:pos:R:3:forces:R:3
C 1.2469 -5.6193 -4.4165 -0.32 0.67 1.30
C -0.2246 -5.6588 -4.6736 0.67 -2.37 -3.70
O -0.6194 -6.4405 -5.5265 -0.70 2.31 2.59
N -1.1202 -4.6202 -4.0520 -1.86 -0.48 1.50
H -0.5935 -3.9412 -3.5214 0.68 -0.13 1.18
H -1.4933 -3.9732 -4.7319 -0.59 -0.39 -0.99
C -2.3857 -5.1943 -3.1957 0.29 1.22 -0.86
H 1.7681 -5.4957 -5.3658 -0.09 -0.10 0.09
H 1.4888 -6.5857 -3.9742 0.25 -0.01 -0.11
H 1.5259 -4.8387 -3.7086 0.25 0.00 -0.04
H -2.9014 -4.3734 -2.6973 0.78 0.46 0.14
H -2.0646 -5.9104 -2.4393 0.17 -0.10 -0.62
H -3.1432 -5.4795 -3.9257 0.60 -0.85 -0.06
C -0.4456 2.7719 -5.1886 0.19 -0.67 -0.41
C -0.7365 1.9974 -6.4549 -1.29 3.18 -0.86
O -1.0860 2.5008 -7.5054 1.09 -2.69 2.46
N -0.5719 0.4855 -6.2529 1.09 -1.26 -2.46
H -0.5140 0.1862 -5.2900 1.29 0.46 0.84
H -1.3585 -0.0956 -6.5055 -1.06 0.54 -0.82
C 0.5163 -0.0159 -7.2819 0.44 0.01 0.12
H -0.8665 3.7714 -5.2981 0.00 -0.23 0.20
H 0.6310 2.8394 -5.0320 0.26 0.13 -0.27
H -0.7664 2.2239 -4.3027 -0.48 0.20 0.06
H 0.7214 -1.0850 -7.2274 -0.58 0.03 0.43
H 1.4961 0.4527 -7.1900 -0.33 0.43 0.72
H 0.1861 0.2271 -8.2919 -0.53 0.08 0.33
C -1.4462 -4.4640 4.4636 1.33 0.06 -2.58
C -1.8205 -4.7374 5.8055 2.27 -1.79 4.31
O -1.2910 -5.5307 6.5768 -1.92 1.71 -2.00
N -2.7676 -3.7609 6.4534 -1.31 -1.35 -1.36
H -2.3261 -3.4505 7.3071 -0.16 -0.01 0.78
H -2.8345 -2.9621 5.8389 -0.07 0.75 -0.13
C -4.2041 -4.3353 6.5800 0.22 0.89 1.37
H -1.3662 -3.4174 4.1698 -0.67 0.18 0.16
H -2.0082 -5.0428 3.7306 -0.32 0.19 -0.02
H -0.4172 -4.8001 4.3359 0.00 -0.33 0.17
H -4.2875 -5.2242 7.2052 0.82 -0.09 -0.23
H -4.6800 -4.5144 5.6159 0.45 0.34 -0.02
H -4.6961 -3.5601 7.1674 -0.44 0.02 -0.47
C 4.3107 6.6635 5.4297 -0.92 -1.14 -0.75
C 4.1509 5.1299 5.2086 3.12 -0.40 2.31
O 4.8535 4.2767 5.7230 -2.01 1.98 -1.55
N 3.0317 4.5925 4.3402 0.70 -0.74 0.83
H 2.7884 3.7663 4.8678 -0.25 -1.04 -0.08
H 2.1767 5.1282 4.2942 -0.23 0.64 0.13
C 3.4875 4.3499 2.9060 -0.06 -0.17 1.27
H 4.1208 6.8936 6.4781 -0.58 -0.20 -0.04
H 3.5931 7.1122 4.7428 0.04 0.62 0.38
H 5.2965 7.1061 5.2863 0.18 -0.74 -0.51
H 2.7224 3.6915 2.4946 -0.29 0.97 -0.73
H 4.3937 3.7494 2.8269 0.23 0.40 0.58
H 3.6361 5.4115 2.7084 -0.11 -0.50 -1.83
P -0.5594 0.9231 6.0454 -1.19 1.64 0.95
F -1.2468 1.3008 7.4391 -0.13 0.74 1.23
F 0.7496 1.7275 6.4995 1.01 -0.08 -0.35
F -0.0530 -0.4232 6.7680 0.27 -0.91 -0.19
F 0.0688 0.4112 4.6802 0.55 0.23 -0.51
F -1.9729 0.3414 5.6464 -1.32 -2.33 -0.80
F -1.1305 2.3033 5.3870 0.85 0.48 -0.41
N 0.3596 -1.0341 -2.1189 -2.36 1.24 3.47
S -0.6193 -0.5777 -0.8175 -5.67 -0.25 -0.20
O -0.4132 0.7226 -0.1790 0.06 -2.92 -1.16
O -1.2807 -1.6947 -0.0840 2.60 2.18 -1.16
F -1.8540 -0.3032 -1.8743 0.27 0.43 0.23
S 1.7146 -0.8537 -1.3502 6.92 0.82 -0.37
O 2.1607 -2.0051 -0.5855 -1.33 1.37 0.27
O 2.2029 0.5044 -0.9899 -1.87 -3.33 -0.57
F 2.4818 -1.1422 -2.6978 1.11 0.11 -1.18
N -8.4207 3.9651 -0.8879 -1.88 -1.26 -3.76
S -8.3983 2.9241 -2.2735 2.66 -1.91 0.60
O -8.0125 3.5121 -3.5481 -1.37 -0.66 1.38
O -9.3519 1.7929 -2.1655 2.47 2.46 -0.89
F -6.9402 2.3378 -1.8556 -0.62 -0.46 0.12
S -9.9515 4.3676 -1.2372 -3.66 3.67 2.89
O -10.9416 3.4210 -0.7636 0.88 0.78 -0.82
O -10.2246 5.1612 -2.4312 0.74 -1.76 0.77
F -10.1713 5.5825 -0.1242 0.87 -0.94 -0.34
N 9.8118 0.6113 -1.4491 -4.14 -2.31 0.56
S 8.3601 -0.2343 -1.0765 0.68 -2.36 5.01
O 7.5158 -0.6796 -2.1609 0.66 0.87 0.67
O 7.7933 0.1369 0.2362 0.38 0.19 -2.96
F 9.0826 -1.5634 -0.5805 0.39 -0.40 -0.73
S 8.9843 1.6229 -2.3055 3.53 6.95 -2.38
O 8.0045 2.4654 -1.6502 -0.85 -1.87 -0.47
O 8.9782 1.4113 -3.7235 -1.24 -0.80 0.30
F 10.1678 2.7649 -2.2787 0.47 -0.24 0.02
```
Forces are in eV/Å.

The calculation puts the HOMO-LUMO gap at 4.46 eV. The LUMO energy comes out at -3.267 eV. The calculated total energy is -5992.0629 hartree.


Entry 3:
Entry from OMol25: a structure of composition C29H55BaN4O7SSi2 (ωB97M-V with the def2-TZVPD basis set).

Geometry as XYZ:
```
99
Properties=species:S:1:pos:R:3:forces:R:3
Ba -0.4383 -0.0285 0.5036 -2.01 -7.82 6.00
C 3.0481 1.0594 -2.6580 -0.01 0.01 0.09
N 1.6154 1.2877 -2.7588 -0.09 -0.32 -0.01
C 1.1577 1.6448 -4.0922 -0.12 -0.11 -0.03
C 0.8084 0.6593 -1.8686 1.04 0.23 -1.43
O 1.2583 0.0858 -0.8815 3.56 0.11 -2.81
C -0.6809 0.8031 -2.0099 -0.14 0.62 -1.30
O -1.3720 -0.3208 -1.5223 -1.28 -0.85 -4.10
C -1.6740 -1.3482 -2.4656 -0.12 -0.29 0.18
C -0.4670 -1.9304 -3.1952 -0.01 -0.04 -0.22
O 0.5048 -1.2299 -3.4758 -0.07 0.01 0.18
N -0.5905 -3.1950 -3.6652 0.04 -0.01 -0.05
C -1.6732 -4.0894 -3.2963 0.00 0.06 0.11
C 0.6111 -3.8734 -4.1234 -0.04 0.18 0.02
H 3.5776 2.0106 -2.5615 0.00 0.00 -0.03
H 3.4040 0.5360 -3.5487 -0.02 0.00 0.00
H 3.2475 0.4436 -1.7874 0.03 0.03 0.01
H 1.9368 2.2288 -4.5796 0.00 0.05 0.04
H 0.2579 2.2559 -4.0608 0.03 0.04 -0.02
H 0.9620 0.7432 -4.6784 0.01 0.02 0.00
H -1.0060 1.0546 -3.0153 0.06 -0.10 -0.04
H -0.9390 1.6225 -1.3399 -0.41 0.19 -0.41
H -2.3731 -0.9710 -3.2271 -0.02 0.03 0.09
H -2.1400 -2.1142 -1.8437 -0.07 0.09 -0.06
H -1.5016 -4.5246 -2.3097 0.00 -0.03 0.03
H -1.7116 -4.8860 -4.0396 -0.05 0.01 0.00
H -2.6317 -3.5745 -3.2977 0.01 -0.04 -0.01
H 1.3681 -3.1281 -4.3422 0.04 -0.02 -0.02
H 0.3912 -4.4487 -5.0249 0.00 -0.04 0.04
H 0.9790 -4.5327 -3.3315 -0.01 -0.02 -0.02
C 1.3994 -4.7974 2.6397 0.02 -0.12 -0.18
Si 0.6503 -5.9139 1.3227 0.06 -0.24 0.22
C 0.3245 -7.6184 2.1203 -0.04 0.24 -0.05
C 1.8922 -6.2984 -0.0573 -0.23 0.14 0.09
C -1.0330 -5.2209 0.8311 0.18 0.18 -0.01
C -2.2155 -5.8206 1.2278 0.06 -0.09 -0.03
C -3.4410 -5.1892 1.0301 -0.06 -0.04 0.04
C -3.4228 -3.9384 0.4491 0.03 -0.04 -0.08
N -2.3170 -3.3301 0.0297 0.05 -0.02 -0.10
C -1.1262 -3.9425 0.2049 -0.21 -0.01 0.07
S 0.2874 -3.1301 -0.3734 0.27 -0.16 -0.26
H 2.4224 -5.0958 2.8885 0.00 -0.02 -0.03
H 0.8036 -4.8066 3.5533 -0.07 -0.04 -0.01
H 1.4057 -3.7703 2.2771 0.02 0.04 -0.01
H 1.2664 -8.0696 2.4424 0.03 0.02 -0.01
H -0.1494 -8.3096 1.4175 0.00 0.01 -0.01
H -0.3184 -7.5350 3.0000 0.00 -0.01 0.00
H 2.8093 -6.7095 0.3750 -0.03 0.00 0.05
H 2.1311 -5.3860 -0.5980 0.05 0.04 -0.05
H 1.4992 -7.0315 -0.7673 -0.05 0.01 0.03
H -2.1920 -6.7934 1.7092 0.00 0.01 0.00
H -4.3724 -5.6471 1.3367 0.00 0.02 0.03
H -4.3487 -3.3883 0.2966 0.01 -0.01 0.02
N -1.2815 -2.1128 3.5331 0.01 0.02 -0.04
C -1.0753 -1.5617 2.5271 -0.30 -0.78 1.45
C -2.0241 2.8657 3.6068 0.20 0.04 -0.30
C -1.9735 4.0763 2.6700 -0.32 0.18 0.45
C -3.2789 4.1819 1.8740 0.33 -0.11 -0.13
C -1.7708 5.3554 3.4855 0.20 -0.11 -0.16
O -0.8426 3.9947 1.7930 -0.15 0.09 -0.10
Si -0.4383 2.7169 0.8325 0.26 3.15 0.98
O -1.6317 1.8367 0.3860 -2.16 2.79 -0.23
O 0.5758 1.6810 1.6556 1.78 2.61 1.33
C 1.9182 1.9395 2.1098 0.79 0.22 0.41
C 2.2042 0.9285 3.2206 -0.36 0.11 -0.17
C 2.0681 3.3646 2.6479 -0.30 -0.09 -0.01
C 2.9262 1.7411 0.9729 -0.21 -0.05 0.01
O 0.5573 3.3427 -0.3486 -0.27 0.55 0.08
C 0.4358 4.5710 -1.0918 0.15 0.25 -0.37
C 0.7215 5.8217 -0.2464 0.01 -0.45 0.11
C 1.5141 4.5169 -2.1756 -0.14 -0.15 0.16
C -0.9555 4.6762 -1.7255 0.16 -0.25 0.26
H -2.7821 3.0040 4.3782 -0.02 0.00 -0.01
H -1.0525 2.7269 4.0853 -0.03 -0.01 0.05
H -2.2570 1.9620 3.0425 -0.01 -0.05 0.06
H -4.1391 4.2432 2.5428 0.04 0.03 0.05
H -3.3811 3.3008 1.2435 -0.06 -0.03 -0.06
H -3.2579 5.0725 1.2402 -0.03 0.00 0.01
H -2.5703 5.4843 4.2159 -0.02 -0.01 0.00
H -1.7551 6.2216 2.8204 0.00 0.01 0.01
H -0.8125 5.3098 4.0071 -0.03 0.01 0.04
H 1.5468 1.1073 4.0727 0.01 -0.04 0.01
H 3.2424 1.0133 3.5427 0.02 -0.03 0.00
H 2.0136 -0.0838 2.8591 0.07 -0.03 0.07
H 1.3529 3.5487 3.4507 0.02 0.02 0.01
H 1.8806 4.0894 1.8566 0.03 0.07 0.01
H 3.0790 3.5143 3.0289 0.01 -0.05 0.01
H 2.9768 0.6938 0.6833 0.05 -0.03 -0.02
H 3.9171 2.0700 1.2917 -0.02 -0.03 0.08
H 2.6227 2.3254 0.1075 0.04 0.03 -0.07
H 1.7435 5.7831 0.1373 -0.03 0.02 0.03
H 0.0374 5.8817 0.5893 -0.15 0.05 0.22
H 0.6188 6.7168 -0.8632 0.00 -0.05 -0.03
H 2.4916 4.4148 -1.6997 0.02 0.02 -0.04
H 1.5012 5.4301 -2.7724 0.01 0.01 -0.01
H 1.3564 3.6576 -2.8186 0.03 0.09 -0.02
H -1.7143 4.6986 -0.9418 -0.07 0.05 -0.02
H -1.1504 3.8033 -2.3515 -0.01 0.01 -0.04
H -1.0415 5.5774 -2.3341 0.02 0.01 0.01
```
Forces are in eV/Å.

The calculation puts the HOMO-LUMO gap at 6.04 eV. As for the charge: -1. The energy relative to the best compared isomer or geometry (same formula, charge and spin) is 75.59 kcal/mol. The LUMO energy comes out at 2.107 eV. The calculated total energy is -2886.6710 hartree.